<i>
ORCA calculation (ωB97M-V/def2-TZVPD) on CH3O3P in the gas phase.

```
8
Properties=species:S:1:pos:R:3
C -1.23865 -0.18111 -0.04016
O 0.08940 -0.59579 0.27700
P 1.53928 0.20983 0.11747
O 2.55786 -0.82022 -0.01906
O 1.68106 1.66735 0.08440
H -1.35238 -0.43220 -1.19451
H -1.33208 0.87287 0.21482
H -1.94448 -0.72072 0.56005
```

Output
Lowest unoccupied orbital energy ... -0.37 eV
HOMO level ... -11.731 eV
HOMO-LUMO gap ... 11.37 eV
SMILES ... COP(=O)=O

Results of the Mulliken charge analysis, in e, for atoms 1 through 5: -0.46 -0.25 0.97 -0.48 -0.51

<ii>
ORCA calculation (ωB97M-V/def2-TZVPD) on CH3O3P in the gas phase.

```
8
Properties=species:S:1:pos:R:3
O -3.12624 -0.37423 -0.29378
P -2.08256 0.53580 0.13307
O -0.71797 -0.28036 -0.09691
C 0.84090 0.32918 0.02909
O 1.61293 -0.61606 0.56396
H 1.03024 0.60560 -1.00656
H 0.73669 1.17145 0.70464
H 1.70601 -1.37138 -0.03352
```

Output
Lowest unoccupied orbital energy ... 0.35 eV
HOMO level ... -10.105 eV
HOMO-LUMO gap ... 10.46 eV
SMILES ... O=POCO

Results of the Mulliken charge analysis, in e, for atoms 1 through 5: -0.42 0.34 -0.26 -0.07 -0.44

<iii>
ORCA calculation (ωB97M-V/def2-TZVPD) on 2 unconnected molecules or ions with the total composition CH3O3P.

```
8
Properties=species:S:1:pos:R:3
C 0.19451 0.57961 1.39493
O 0.33494 -1.96657 -2.07091
O 0.58919 -0.36934 0.54135
O -1.15271 -0.11029 -3.01240
P -0.33325 -0.69105 -1.89899
H -0.82595 0.42841 1.78632
H 0.30798 1.60577 1.00275
H 0.88530 0.52345 2.25695
```

Output
Lowest unoccupied orbital energy (spin up / spin down) ... -4.08 / -4.08 eV
HOMO level (spin up / spin down) ... -10.392 / -10.417 eV
HOMO-LUMO gap (spin up / spin down) ... 6.31 / 6.34 eV

Results of the Mulliken charge analysis, in e, for atoms 1 through 5: -0.45 -0.39 -0.36 -0.43 0.88

Least stable = <iii>

<i>
ORCA calculation (ωB97M-V/def2-TZVPD) on C3H3N5 in the gas phase.

```
11
Properties=species:S:1:pos:R:3
H -2.06632 1.67806 -0.71096
N -1.04959 1.66446 -1.19776
C -0.60901 0.54328 -0.91038
N 0.38068 -0.25948 -1.33307
C 1.29469 -0.66184 -0.61903
N 1.46421 -0.43592 0.72623
C 0.38591 -0.20143 1.47461
N -0.86765 -0.57585 1.03823
N -1.49279 -0.27746 -0.01360
H 2.09524 -1.43848 -0.98104
H 0.46463 -0.03534 2.52676
```

Output
Lowest unoccupied orbital energy ... -1.19 eV
HOMO level ... -9.572 eV
HOMO-LUMO gap ... 8.38 eV
SMILES ... [H]/N=c1/ncncnn1

Results of the Mulliken charge analysis, in e, for atoms 1 through 5: 0.31 -0.61 0.59 -0.41 0.26

<ii>
ORCA calculation (ωB97M-V/def2-TZVPD) on C3H3N5 in the gas phase.

```
11
Properties=species:S:1:pos:R:3
H 2.63804 -1.13332 -0.77221
N 2.24045 -0.15254 -0.55526
C 1.10205 -0.06713 0.07987
C 0.48487 1.31913 0.47214
N -0.73521 1.62687 0.11363
N -1.45252 0.62746 -0.47286
C -1.76871 -0.59246 -0.23036
N -0.87580 -1.55087 0.45348
N 0.33420 -1.25759 0.42146
H 0.90849 1.94142 1.39664
H -2.87586 -0.76099 -0.90653
```

Output
Lowest unoccupied orbital energy ... -1.23 eV
HOMO level ... -8.969 eV
HOMO-LUMO gap ... 7.74 eV
SMILES ... [H]/N=c1/cnncnn1

Results of the Mulliken charge analysis, in e, for atoms 1 through 5: 0.29 -0.59 0.50 -0.03 -0.24

Least stable = <ii>

<i>
ORCA calculation (ωB97M-V/def2-TZVPD) on a gas-phase ion, C4H8NO3S (charge -1).

```
17
Properties=species:S:1:pos:R:3
C 3.19231 1.27893 -0.60094
S 2.66324 0.01232 0.37319
O 3.70756 -0.97444 0.56556
N 1.38814 -0.74188 -0.16807
C 0.12485 -0.04806 -0.28584
O -0.08620 1.07832 0.12765
O -0.84650 -0.81122 -0.85420
C -2.14793 -0.26246 -0.71865
C -2.87636 -0.86633 0.47780
H 4.08278 1.69489 -0.13431
H 2.39373 2.01114 -0.66371
H 2.29142 0.30642 1.79624
H -2.05202 0.82357 -0.58146
H -2.68603 -0.46590 -1.65041
H -3.09176 -1.91843 0.30150
H -2.24638 -0.78014 1.35987
H -3.81083 -0.33674 0.65578
```

Output
Lowest unoccupied orbital energy ... 3.54 eV
HOMO level ... -3.866 eV
HOMO-LUMO gap ... 7.41 eV
Charge ... -1
SMILES ... C=[S@H]([O-])=NC(=O)OCC

Results of the Mulliken charge analysis, in e, for atoms 1 through 5: -0.85 0.68 -0.69 -0.41 0.58

<ii>
ORCA calculation (ωB97M-V/def2-TZVPD) on 2 unconnected molecules or ions with the total composition C4H8NO3S.

```
17
Properties=species:S:1:pos:R:3
C -2.34129 -1.41147 2.49070
C -0.37432 0.44132 -0.14385
C 2.85869 -0.18821 -1.79527
C 1.68962 0.69243 -1.33989
N -1.12787 -0.48380 0.39722
O -0.56432 1.63118 -0.23036
O -3.79176 -0.46085 0.52643
O 0.73781 -0.16048 -0.73236
S -2.51306 -0.34275 1.22276
H -3.26244 -1.69237 3.04816
H -1.44539 -1.23051 3.19035
H 3.53404 0.56907 -2.11987
H 3.37367 -0.59219 -0.84034
H 2.46358 -0.98326 -2.41954
H 1.24127 1.20518 -2.14273
H 2.08813 1.49792 -0.58994
H -2.56636 1.50878 1.47854
```

Output
Lowest unoccupied orbital energy ... 3.54 eV
HOMO level ... -3.845 eV
HOMO-LUMO gap ... 7.39 eV
Charge ... -1

Results of the Mulliken charge analysis, in e, for atoms 1 through 5: -0.75 0.59 -1.12 -0.26 -0.29

Least stable = <ii>